1.
16
Properties=species:S:1:pos:R:3 method="wB97M-V/def2-TZVPD" de_lowest_kj_mol=316.5 energy_ev=-10339.4453 lumo_energy_ev=-0.25 e_homo_ev=-9.53 charge=0 orbital_gap_ev=9.29
H -0.368 -3.038 0.577
N 0.266 -2.275 0.807
C -0.115 -1.160 0.416
O -1.480 -1.085 -0.311
C -2.112 0.104 -0.534
C 0.624 0.078 0.405
C 0.033 1.244 0.795
C 1.868 0.064 -0.373
N 2.441 1.136 -0.723
H 3.353 0.990 -1.148
H -2.622 0.089 -1.501
H -2.775 0.416 0.283
H -1.301 0.979 -0.484
H 0.623 2.149 0.759
H -0.693 1.249 1.596
H 2.259 -0.940 -0.564

=====

2.
16
Properties=species:S:1:pos:R:3 method="wB97M-V/def2-TZVPD" de_lowest_kj_mol=530.8 energy_ev=-8191.3343 lumo_energy_ev=1.08 e_homo_ev=-8.19 charge=0 orbital_gap_ev=9.26
C -0.803 0.136 -1.865
C 0.020 1.429 0.800
N 0.967 -2.021 1.512
N 0.104 -0.449 -0.969
N 0.845 -0.580 1.590
N -0.151 -0.007 0.908
H -0.460 -0.181 -2.801
H -1.840 -0.225 -1.523
H -0.907 1.216 -1.808
H -0.675 1.615 0.035
H -0.592 1.767 1.742
H 1.086 1.865 0.907
H 0.896 -2.282 0.481
H 0.201 -2.329 2.048
H 1.157 -0.188 -1.061
H 1.759 -0.214 1.257

=====

3.
57
Properties=species:S:1:pos:R:3 method="wB97M-V/def2-TZVPD" de_lowest_kj_mol=25.8 energy_ev=-61731.2122 lumo_energy_ev=0.46 e_homo_ev=-7.70 smiles="CC(=O)Nc1ccc(S(=O)(=O)NCCS(=O)(=O)N2CCN(c3ccccc3F)CC2)cc1" charge=0 orbital_gap_ev=8.16
C -8.675 -0.187 -0.710
C -7.196 -0.464 -0.875
O -6.750 -1.260 -1.663
N -6.433 0.296 -0.023
C -5.050 0.327 0.128
C -4.190 -0.468 -0.631
C -2.825 -0.388 -0.428
C -2.320 0.478 0.523
S -0.567 0.521 0.813
O 0.135 0.325 -0.427
O -0.210 1.674 1.589
N -0.395 -0.825 1.808
C 0.875 -0.839 2.505
C 2.070 -0.831 1.560
S 2.055 -2.360 0.551
O 0.715 -2.654 0.124
O 2.728 -3.355 1.339
N 2.964 -2.136 -0.805
C 2.409 -1.368 -1.910
C 3.440 -0.336 -2.385
N 4.024 0.344 -1.252
C 3.458 1.470 -0.677
C 4.074 2.066 0.436
C 3.544 3.169 1.078
C 2.378 3.756 0.624
C 1.784 3.241 -0.512
C 2.317 2.139 -1.148
F 1.679 1.760 -2.285
C 4.834 -0.557 -0.446
C 4.389 -2.023 -0.628
C -3.158 1.273 1.283
C -4.522 1.200 1.084
H -8.989 -0.413 0.307
H -9.233 -0.810 -1.402
H -8.888 0.859 -0.920
H -6.935 0.926 0.588
H -4.599 -1.138 -1.369
H -2.138 -0.986 -1.006
H -0.467 -1.652 1.219
H 0.910 -1.726 3.142
H 0.894 0.063 3.125
H 2.022 0.026 0.895
H 3.005 -0.855 2.112
H 2.146 -2.051 -2.725
H 1.499 -0.869 -1.570
H 2.980 0.366 -3.073
H 4.255 -0.835 -2.920
H 5.008 1.669 0.800
H 4.058 3.571 1.938
H 1.948 4.604 1.129
H 0.887 3.675 -0.924
H 4.741 -0.293 0.608
H 5.891 -0.462 -0.732
H 4.881 -2.477 -1.494
H 4.642 -2.613 0.253
H -2.723 1.939 2.010
H -5.187 1.819 1.670

=====

4.
8
Properties=species:S:1:pos:R:3 method="wB97M-V/def2-TZVPD" de_lowest_kj_mol=119.2 energy_ev=-42726.5352 lumo_energy_ev=-0.63 e_homo_ev=-10.15 smiles="O=[S@@](=S)(Cl)C(F)F" charge=0 orbital_gap_ev=9.53
O -2.631 -0.184 -1.687
S -2.040 0.084 -0.420
S -2.583 1.706 0.516
Cl -2.127 -1.647 0.575
C -0.178 -0.069 -0.654
F -0.201 -1.041 -1.621
F 0.427 0.981 -1.026
H 0.305 -0.620 0.100

=====

5.
93
Properties=species:S:1:pos:R:3 method="wB97M-V/def2-TZVPD" de_lowest_kj_mol=134.8 energy_ev=-336952.4859 lumo_energy_ev=-3.81 e_homo_ev=-11.24 charge=+1 orbital_gap_ev=7.43
O 5.381 -0.552 -0.948
C 6.134 -0.298 -1.813
F 6.569 1.022 -1.838
N 6.593 -1.200 -2.840
C 6.053 -0.680 -4.101
O 6.650 -0.732 -5.113
C 4.610 -0.053 -4.021
C 3.526 -0.977 -3.837
C 2.191 -0.414 -3.725
C 1.009 -1.387 -3.514
O 0.545 -1.981 -4.409
O 0.557 -1.512 -2.206
Br -0.344 0.066 -1.818
C 2.051 1.037 -3.792
C 3.214 1.852 -3.978
N 4.434 1.286 -4.088
H 7.615 -1.205 -2.891
H 3.741 -2.058 -3.770
H 1.053 1.487 -3.670
H 3.114 2.956 -3.996
H 5.264 1.866 -4.203
Cl -1.263 2.623 -1.086
C -1.775 3.130 0.550
C -0.650 3.779 1.318
Cl 0.627 2.614 1.748
H -2.162 2.257 1.066
H -2.593 3.838 0.420
H -1.034 4.189 2.252
H -0.192 4.589 0.752
Cl -0.777 -3.496 2.459
C -0.179 -4.560 1.159
C -1.189 -5.615 0.774
Cl -1.423 -6.824 2.062
H 0.750 -5.003 1.493
H 0.033 -3.924 0.302
H -0.840 -6.155 -0.106
H -2.158 -5.176 0.543
Cl 1.599 0.883 -6.163
C 0.388 1.059 -7.467
C -0.380 2.353 -7.361
Cl -1.460 2.375 -5.943
H -0.273 0.195 -7.429
H 0.936 1.027 -8.407
H -1.008 2.482 -8.242
H 0.287 3.211 -7.291
Cl 2.665 -0.209 -9.317
C 3.961 -1.415 -9.306
C 3.603 -2.585 -8.423
Cl 3.569 -2.126 -6.685
H 4.878 -0.931 -8.977
H 4.104 -1.746 -10.334
H 4.350 -3.370 -8.530
H 2.632 -3.003 -8.681
Cl -5.331 0.048 4.961
C -4.866 -1.661 4.767
C -3.435 -1.910 5.180
Cl -2.273 -1.154 4.060
H -5.039 -1.942 3.730
H -5.537 -2.245 5.396
H -3.229 -2.981 5.173
H -3.234 -1.532 6.180
Cl 3.619 3.153 -0.946
C 2.788 4.727 -0.837
C 1.432 4.700 -1.503
Cl 1.557 4.550 -3.278
H 3.436 5.483 -1.278
H 2.673 4.952 0.223
H 0.903 5.632 -1.302
H 0.822 3.876 -1.137
Cl -3.797 3.882 8.409
C -5.363 3.049 8.595
C -5.208 1.674 9.207
Cl -4.395 0.536 8.101
H -5.839 3.001 7.617
H -5.979 3.676 9.242
H -6.187 1.254 9.427
H -4.639 1.710 10.134
Cl -7.945 2.831 10.689
C -9.511 2.000 10.877
C -9.354 0.629 11.488
Cl -8.541 -0.508 10.382
H -9.987 1.952 9.899
H -10.126 2.625 11.523
H -10.335 0.209 11.708
H -8.784 0.666 12.414
Cl 4.968 -2.706 -1.550
C 5.157 -4.128 -0.480
C 4.007 -5.104 -0.597
Cl 2.496 -4.445 0.076
H 5.272 -3.767 0.541
H 6.085 -4.619 -0.774
H 4.231 -6.010 -0.033
H 3.825 -5.384 -1.632

=====

6.
44
Properties=species:S:1:pos:R:3 method="wB97M-V/def2-TZVPD" de_lowest_kj_mol=5.0 energy_ev=-23615.0205 lumo_energy_ev=0.72 e_homo_ev=-8.94 smiles="CC[C@H](Cc1ccccc1)NC(=O)CCc1ccccc1" charge=0 orbital_gap_ev=9.66
C -1.364 -0.221 -3.237
C 0.000 -0.624 -2.690
C 0.665 0.524 -1.922
C 2.156 0.239 -1.658
C 2.778 1.374 -0.897
C 2.911 1.312 0.485
C 3.432 2.382 1.191
C 3.827 3.529 0.524
C 3.702 3.599 -0.853
C 3.178 2.530 -1.557
N -0.037 0.775 -0.670
C -0.080 -0.091 0.369
O 0.374 -1.215 0.335
C -0.794 0.472 1.590
C -2.318 0.336 1.431
C -2.712 -1.115 1.396
C -2.864 -1.824 2.580
C -3.183 -3.170 2.561
C -3.352 -3.825 1.353
C -3.203 -3.126 0.168
C -2.886 -1.780 0.191
H -1.845 -1.068 -3.719
H -2.010 0.131 -2.436
H -1.264 0.579 -3.969
H 0.649 -0.921 -3.515
H -0.100 -1.473 -2.014
H 0.584 1.445 -2.511
H 2.231 -0.687 -1.088
H 2.657 0.107 -2.618
H 2.608 0.416 1.006
H 3.532 2.319 2.265
H 4.236 4.364 1.075
H 4.013 4.490 -1.380
H 3.084 2.588 -2.632
H -0.372 1.711 -0.515
H -0.523 1.520 1.733
H -0.473 -0.101 2.461
H -2.803 0.831 2.276
H -2.636 0.835 0.513
H -2.730 -1.317 3.526
H -3.297 -3.709 3.490
H -3.597 -4.877 1.336
H -3.331 -3.631 -0.778
H -2.771 -1.242 -0.739

=====

7.
11
Properties=species:S:1:pos:R:3 method="wB97M-V/def2-TZVPD" de_lowest_kj_mol=550.1 energy_ev=-75300.5794 lumo_energy_ev="-1.59 / -1.61" e_homo_ev="-9.16 / -9.14" charge=0 orbital_gap_ev="7.56 / 7.53"
C -1.650 -2.590 1.447
C -1.162 -1.515 1.363
C 1.106 0.502 0.121
C -0.200 1.173 -0.343
C 0.006 0.836 1.004
Br -0.195 1.756 2.521
H -2.191 -3.438 1.138
H 1.329 -0.518 -0.153
H 1.870 1.206 0.164
H -0.142 2.166 -0.652
H -0.829 0.699 -1.078

=====

8.
12
Properties=species:S:1:pos:R:3 method="wB97M-V/def2-TZVPD" de_lowest_kj_mol=108.7 energy_ev=-8319.5494 lumo_energy_ev=0.77 e_homo_ev=-11.25 smiles=O.O.O.O charge=0 orbital_gap_ev=12.02
O 0.098 -0.710 -3.631
H -0.186 -0.253 -4.423
H 0.570 -1.478 -3.955
O -0.432 0.026 1.056
H 0.158 -0.621 1.444
H -0.320 -0.083 0.112
O 2.787 -2.821 2.861
H 3.126 -2.736 3.753
H 3.188 -3.624 2.528
O -3.123 4.211 0.437
H -3.116 4.723 -0.372
H -2.748 3.366 0.190

=====

9.
18
Properties=species:S:1:pos:R:3 method="wB97M-V/def2-TZVPD" de_lowest_kj_mol=295.9 energy_ev=-37849.9057 lumo_energy_ev=0.50 e_homo_ev=-9.14 smiles=C[C@@]1(S)C[C@H](S)[C@H]1S charge=0 orbital_gap_ev=9.64
C 1.347 0.403 1.152
C 0.881 -0.180 -0.239
S 2.419 -0.488 -1.303
C -0.193 -1.310 -0.026
C -1.250 -0.271 -0.205
S -3.108 -0.520 -0.736
C -0.295 0.606 -1.001
S -0.261 2.445 -0.550
H 1.838 1.281 0.918
H 2.040 -0.415 1.468
H 0.664 0.465 2.049
H 2.950 -1.201 -0.110
H 0.054 -1.612 1.089
H -0.099 -2.045 -0.804
H -1.260 0.319 0.858
H -3.554 -0.724 0.650
H -0.646 0.524 -2.041
H -1.526 2.724 -1.168

=====

10.
15
Properties=species:S:1:pos:R:3 method="wB97M-V/def2-TZVPD" de_lowest_kj_mol=47.2 energy_ev=-27651.4043 lumo_energy_ev=0.72 e_homo_ev=-9.37 smiles=CC(C)(S)CCl charge=0 orbital_gap_ev=10.09
C -0.128 -1.100 -0.920
C -0.203 -0.002 0.125
C 0.612 -0.361 1.323
S -1.813 0.274 0.880
C 0.219 1.367 -0.493
Cl 1.954 1.477 -1.040
H 0.861 -1.047 -1.298
H -0.869 -1.044 -1.781
H -0.337 -2.000 -0.391
H 0.450 -1.432 1.550
H 1.739 -0.332 1.081
H 0.395 0.440 2.138
H -2.659 -0.109 -0.087
H -0.460 1.700 -1.319
H 0.239 2.167 0.230

=====

11.
28
Properties=species:S:1:pos:R:3 method="wB97M-V/def2-TZVPD" de_lowest_kj_mol=189.5 energy_ev=-27913.2841 lumo_energy_ev="-4.14 / -4.14" e_homo_ev="-11.80 / -11.80" smiles="C=[NH+][C@@H]1SC=C(OC(C)=O)N1N(C)C" charge=+1 orbital_gap_ev="7.66 / 7.67"
C -0.219 1.744 2.473
N 0.033 0.621 3.055
C 0.511 -0.718 2.108
S 2.289 -0.441 2.142
C 2.134 0.192 0.604
C 1.003 -0.080 -0.045
O 0.537 0.174 -1.290
C 1.308 1.013 -2.189
C 0.462 1.436 -3.357
O 2.375 1.417 -1.944
N 0.067 -0.628 0.830
N -1.132 -1.276 0.440
C -2.145 -0.415 -0.139
C -0.962 -2.518 -0.373
H -0.074 2.738 2.899
H -0.487 1.678 1.357
H 0.376 0.698 3.983
H 0.103 -1.663 2.632
H 2.921 0.756 0.188
H 0.507 0.609 -4.070
H 0.877 2.391 -3.850
H -0.619 1.605 -3.033
H -3.016 -0.380 0.499
H -1.539 0.592 -0.118
H -2.284 -0.698 -1.096
H -0.493 -2.512 -1.349
H -0.546 -3.369 0.230
H -1.990 -2.967 -0.588

=====

12.
19
Properties=species:S:1:pos:R:3 method="wB97M-V/def2-TZVPD" de_lowest_kj_mol=305.6 energy_ev=-8461.1862 lumo_energy_ev=0.88 e_homo_ev=-9.74 smiles="C=CCCCCO" charge=0 orbital_gap_ev=10.62
C -2.201 -0.396 1.907
C -0.945 0.100 1.890
C -0.424 0.909 0.718
C -0.520 0.266 -0.716
C 0.424 -0.943 -1.133
C 1.970 -0.403 -0.966
O 2.531 1.036 -1.399
H -2.886 -0.658 1.091
H -2.444 -0.858 2.810
H -0.494 0.116 2.926
H -0.921 1.908 0.765
H 0.658 1.100 0.865
H -1.623 0.211 -0.987
H -0.236 0.946 -1.534
H 0.312 -1.895 -0.562
H 0.346 -1.246 -2.196
H 2.224 -0.605 0.027
H 2.557 -1.026 -1.697
H 1.672 1.439 -1.811

=====

13.
137
Properties=species:S:1:pos:R:3 method="wB97M-V/def2-TZVPD" de_lowest_kj_mol=120.5 energy_ev=-184675.8403 lumo_energy_ev=2.88 e_homo_ev=-1.78 charge=-2 orbital_gap_ev=4.66
Rb -0.842 0.053 -1.353
N -0.752 4.179 1.073
N 0.592 3.782 1.202
C 1.024 2.438 1.256
O 2.178 2.281 1.707
O 0.255 1.559 0.763
H -1.339 3.646 1.708
H -1.100 3.965 0.144
H 1.116 4.373 1.824
C 5.232 -0.350 -4.157
C 5.288 -1.700 -3.821
C 4.269 -2.280 -3.088
C 3.191 -1.493 -2.684
C 3.126 -0.148 -3.020
C 4.152 0.423 -3.760
N 2.078 -1.986 -1.934
N 2.190 -3.153 -1.554
C 1.024 -3.631 -0.871
C 1.200 -4.766 -0.086
C 0.104 -5.246 0.611
C -1.112 -4.590 0.480
C -1.179 -3.470 -0.343
N -0.128 -2.998 -1.003
H 6.024 0.096 -4.746
H 6.127 -2.303 -4.146
H 4.288 -3.328 -2.827
H 2.260 0.427 -2.719
H 4.098 1.464 -4.055
H 2.174 -5.232 -0.031
H 0.194 -6.113 1.251
H -1.993 -4.930 1.010
H -2.110 -2.930 -0.496
O -3.250 -0.993 -2.056
C -3.073 -0.510 -3.209
O -2.432 0.541 -3.436
C -3.633 -1.267 -4.411
C -4.233 -2.496 -4.120
C -4.778 -3.316 -5.087
C -4.728 -2.886 -6.412
C -4.147 -1.677 -6.719
C -3.575 -0.814 -5.754
S -2.882 0.667 -6.421
H -4.252 -2.777 -3.075
H -5.232 -4.263 -4.820
H -5.144 -3.495 -7.208
H -4.110 -1.344 -7.749
C 6.588 2.882 -1.487
C 6.804 4.308 -1.971
S 5.765 4.768 -3.351
O 6.069 3.882 -4.447
O 5.885 6.193 -3.537
C 4.120 4.407 -2.772
C 3.045 4.909 -3.751
N 2.102 3.853 -4.088
C 1.379 3.157 -3.169
N 0.733 2.145 -3.708
C 0.999 2.178 -5.039
C 1.857 3.213 -5.297
N 2.342 3.634 -6.564
O 2.873 4.735 -6.660
O 2.178 2.877 -7.499
C 1.289 3.508 -1.734
H 7.387 2.605 -0.800
H 6.602 2.184 -2.324
H 5.645 2.771 -0.954
H 7.810 4.449 -2.371
H 6.638 5.054 -1.193
H 4.023 4.858 -1.785
H 4.065 3.324 -2.667
H 3.484 5.265 -4.676
H 2.497 5.737 -3.303
H 0.550 1.490 -5.737
H 2.251 3.653 -1.249
H 0.800 2.684 -1.226
H 0.692 4.410 -1.579
N -2.413 3.023 -4.226
C -3.537 3.730 -4.426
N -4.062 3.693 -5.684
N -4.113 4.512 -3.524
C -3.559 4.513 -2.326
N -3.115 4.549 -1.252
H -2.322 2.233 -4.887
H -2.338 2.617 -3.296
H -3.934 2.787 -6.157
H -4.993 4.075 -5.728
C -2.335 -1.708 2.786
C -2.445 -1.525 4.288
As -3.357 -3.023 5.176
C -2.047 -4.407 4.725
C -0.681 -4.234 4.938
C 0.214 -5.239 4.609
C -0.246 -6.432 4.065
C -1.601 -6.609 3.834
C -2.496 -5.597 4.163
C -2.710 -2.675 6.994
C -2.508 -3.734 7.877
C -2.088 -3.505 9.178
C -1.869 -2.207 9.621
C -2.074 -1.146 8.754
C -2.492 -1.378 7.450
P -1.262 -0.451 1.906
C 0.280 -0.785 2.843
C 0.765 -2.089 2.705
C 1.933 -2.498 3.327
C 2.654 -1.599 4.102
C 2.208 -0.292 4.212
C 1.040 0.115 3.582
C -2.090 1.056 2.535
C -3.036 1.574 1.647
C -3.761 2.716 1.953
C -3.552 3.361 3.164
C -2.626 2.850 4.062
C -1.903 1.704 3.753
H -3.316 -1.669 2.302
H -1.905 -2.686 2.548
H -3.006 -0.619 4.519
H -1.455 -1.423 4.739
H -0.308 -3.305 5.355
H 1.274 -5.084 4.771
H 0.455 -7.219 3.814
H -1.964 -7.531 3.398
H -3.556 -5.737 3.982
H -2.665 -4.753 7.539
H -1.926 -4.342 9.847
H -1.535 -2.026 10.635
H -1.900 -0.130 9.087
H -2.635 -0.535 6.785
H 0.225 -2.801 2.091
H 2.283 -3.515 3.189
H 3.574 -1.907 4.586
H 2.789 0.437 4.763
H 0.780 1.161 3.610
H -3.183 1.102 0.680
H -4.439 3.128 1.217
H -4.091 4.271 3.394
H -2.453 3.350 5.008
H -1.199 1.320 4.480